Entry 1:
DFT (the ωB97M-V functional and the def2-TZVPD basis) results for one molecule with the formula C5H10O2 at a distorted geometry.

Atoms and positions in Å:
C 0.517 -1.886 1.337
C -0.099 -0.923 0.365
C -1.373 -0.228 0.707
O -2.242 0.102 -0.382
C 0.502 0.733 -1.097
C 1.241 1.995 -1.339
O 0.841 -0.057 -0.137
H 1.306 -2.485 0.866
H -0.237 -2.596 1.692
H 0.955 -1.409 2.230
H -2.185 -0.650 -0.988
H -1.143 0.753 1.168
H -1.907 -0.836 1.452
H -0.398 0.471 -1.643
H 1.721 2.371 -0.430
H 1.996 1.908 -2.133
H 0.507 2.737 -1.670

As for the net charge: 0. The value obtained for the HOMO-LUMO gap (spin up / spin down) is 6.818 / 8.466 eV. As for the LUMO energy (spin up / spin down): 0.00229 / 0.03425 Ha. For the total energy, the calculation gives -9438.3966 eV. Its strongest force on any atom is 0.036 Eh/bohr. The HOMO energy (spin up / spin down) comes out at -6.76 / -7.53 eV. The energy relative to the best compared isomer or geometry (same formula, charge and spin) comes out at 448.3 kJ/mol.

***

Entry 2:
DFT (the ωB97M-V functional and the def2-TZVPD basis) results for an isolated ion of composition C5H7IN5O and charge +1 at a distorted geometry.

Atoms and positions in Å:
N 2.223 -0.171 -1.888
C 1.340 -0.299 -0.951
N 1.274 -1.405 -0.143
C 0.208 -1.574 0.883
O 0.024 -2.665 1.334
C -0.510 -0.285 1.244
N -1.908 -0.547 1.452
C -2.589 0.180 0.674
N -1.850 1.064 -0.131
C -0.470 0.827 0.225
I 0.372 3.110 1.316
N 0.459 0.723 -0.838
H 2.960 -0.810 -1.898
H 2.262 0.699 -2.435
H 1.635 -2.327 -0.269
H -0.085 0.002 2.361
H -3.645 0.036 0.742
H -2.397 1.796 -0.518
H 0.697 1.646 -1.161

As for the net charge: +1. The value obtained for the HOMO-LUMO gap (spin up / spin down) is 7.482 / 7.483 eV. As for the LUMO energy (spin up / spin down): -0.19208 / -0.19206 Ha. For the total energy, the calculation gives -22889.6483 eV. Its strongest force on any atom is 0.061 Eh/bohr. The HOMO energy (spin up / spin down) comes out at -12.71 / -12.71 eV. The energy relative to the best compared isomer or geometry (same formula, charge and spin) comes out at 143.2 kJ/mol.

***

Entry 3:
DFT (the ωB97M-V functional and the def2-TZVPD basis) results for a 3-piece molecular cluster, C24H27N3O9 overall at a distorted geometry.

Atoms and positions in Å:
C -1.967 -0.263 1.520
C -3.464 -0.612 1.632
C -3.840 -1.795 0.763
O -3.568 -1.489 -0.590
C -4.103 -2.403 -1.521
C -3.822 -3.852 -1.239
C -2.914 -4.674 -1.780
C -1.870 -4.538 -2.841
C -1.187 -3.192 -2.997
O -0.917 -2.777 -4.104
N -0.904 -2.512 -1.797
C -0.535 -1.109 -2.036
C 0.182 -3.228 -1.085
C -3.100 -6.019 -1.162
O -2.567 -7.045 -1.450
O -4.068 -5.922 -0.190
C -4.651 -4.675 -0.313
O -5.690 -4.403 0.206
H -1.426 -1.109 1.092
H -1.792 0.597 0.875
H -1.527 -0.054 2.494
H -4.083 0.246 1.379
H -3.665 -0.912 2.662
H -4.896 -2.047 0.903
H -3.249 -2.660 1.101
H -5.193 -2.278 -1.561
H -3.707 -2.160 -2.505
H -2.314 -4.800 -3.801
H -1.102 -5.287 -2.636
H -0.992 -0.508 -1.249
H 0.540 -0.962 -1.956
H -0.897 -0.732 -2.986
H 0.391 -2.713 -0.152
H -0.117 -4.254 -0.881
H 1.095 -3.242 -1.689
O 3.652 1.280 0.467
N 3.116 0.957 -0.574
O 2.826 -0.184 -0.872
C 2.799 2.029 -1.531
C 3.137 3.332 -1.210
C 2.845 4.335 -2.118
C 2.227 4.027 -3.323
C 1.890 2.713 -3.622
C 2.176 1.701 -2.720
H 3.613 3.566 -0.270
H 3.102 5.358 -1.882
H 2.004 4.814 -4.031
H 1.403 2.475 -4.558
H 1.917 0.678 -2.947
O 3.606 5.417 1.359
N 3.238 5.707 2.482
O 2.874 6.813 2.821
C 3.231 4.640 3.497
C 3.673 3.382 3.138
C 3.667 2.376 4.090
C 3.228 2.645 5.380
C 2.787 3.918 5.719
C 2.785 4.930 4.773
H 4.008 3.182 2.132
H 4.006 1.385 3.822
H 3.228 1.859 6.123
H 2.442 4.124 6.723
H 2.444 5.923 5.024

As for the net charge: 0. The value obtained for the HOMO-LUMO gap is 8.718 eV. As for the LUMO energy: -0.03353 Ha. For the total energy, the calculation gives -48218.0274 eV. Its strongest force on any atom is 0.025 Eh/bohr. The HOMO energy comes out at -9.63 eV. The energy relative to the best compared isomer or geometry (same formula, charge and spin) comes out at 189.6 kJ/mol.

***

Entry 4:
DFT (the ωB97M-V functional and the def2-TZVPD basis) results for C3H9O3PPtS3SbSe as an isolated structure.

Atoms and positions in Å:
Pt 0.177 2.519 1.614
S -4.864 1.728 3.229
Sb -3.071 1.053 1.932
S -1.935 3.011 0.938
S -0.940 1.286 3.160
Se 2.240 3.391 0.928
C 2.645 -1.285 -1.991
O 1.264 -1.203 -1.710
P 0.867 -0.015 -0.561
O 1.167 -0.841 0.793
C 0.303 -1.865 1.274
O -0.728 -0.280 -0.678
C -1.460 0.554 -1.572
H 2.792 -2.084 -2.720
H 3.229 -1.521 -1.095
H 3.029 -0.348 -2.409
H 0.855 -2.406 2.043
H 0.017 -2.550 0.473
H -0.589 -1.416 1.713
H -2.515 0.387 -1.362
H -1.243 0.279 -2.609
H -1.240 1.606 -1.390

The multiplicity is 2. As for the net charge: -2. The value obtained for the HOMO-LUMO gap (spin up / spin down) is 5.388 / 5.379 eV. As for the LUMO energy (spin up / spin down): 0.17685 / 0.17622 Ha. For the total energy, the calculation gives -126328.3471 eV. Its strongest force on any atom is 0.006 Eh/bohr. The HOMO energy (spin up / spin down) comes out at -0.58 / -0.58 eV.

***

Entry 5:
DFT (the ωB97M-V functional and the def2-TZVPD basis) results for a 13-piece molecular cluster, BF4H24O12 overall at a distorted geometry.

Atoms and positions in Å:
B -27.540 26.378 -16.595
F -26.462 26.757 -17.376
F -27.156 25.201 -15.877
F -27.817 27.353 -15.666
F -28.704 26.168 -17.309
O -25.329 26.464 -14.073
H -24.678 27.068 -14.431
H -25.987 26.384 -14.764
O -30.340 25.559 -15.472
H -29.450 25.596 -15.823
H -30.549 26.466 -15.251
O -23.833 24.624 -16.840
H -24.228 25.286 -17.407
H -23.324 24.073 -17.435
O -26.646 25.350 -19.772
H -27.118 25.822 -20.458
H -27.067 25.625 -18.958
O -24.249 26.126 -19.223
H -25.101 25.715 -19.374
H -24.198 26.820 -19.880
O -28.063 29.771 -14.627
H -27.783 30.508 -15.170
H -27.868 28.997 -15.154
O -29.065 28.653 -18.434
H -28.908 27.938 -17.817
H -29.904 29.026 -18.160
O -30.192 26.748 -20.745
H -29.680 26.791 -19.938
H -29.550 26.545 -21.426
O -25.855 30.039 -17.825
H -25.139 30.503 -18.259
H -25.793 29.142 -18.155
O -30.520 28.130 -14.236
H -29.680 28.490 -14.520
H -31.003 28.884 -13.899
O -26.172 22.741 -17.643
H -26.935 22.187 -17.479
H -26.155 23.350 -16.905
O -27.885 23.313 -13.787
H -27.294 22.628 -14.100
H -27.544 24.120 -14.172

As for the net charge: -1. The value obtained for the HOMO-LUMO gap is 9.627 eV. As for the LUMO energy: 0.08682 Ha. For the total energy, the calculation gives -36515.7547 eV. Its strongest force on any atom is 0.031 Eh/bohr. The HOMO energy comes out at -7.26 eV. The energy relative to the best compared isomer or geometry (same formula, charge and spin) comes out at 148.2 kJ/mol.

***

Entry 6:
DFT (the ωB97M-V functional and the def2-TZVPD basis) results for one molecule with the formula C8H10N2S at a distorted geometry.

Atoms and positions in Å:
C 1.553 -1.912 0.314
C 0.608 -0.973 0.073
C 2.601 0.049 0.085
C -1.492 -0.408 -1.212
C 0.553 1.500 -0.161
C -0.893 -0.931 0.107
C -1.418 0.442 0.018
C -2.527 1.174 0.681
N 2.752 -1.300 0.267
N 1.251 0.258 -0.132
S 3.861 1.099 -0.102
H 1.536 -2.908 0.476
H -0.845 -0.058 -2.071
H -2.482 -0.591 -1.483
H 0.365 1.965 -1.023
H 0.693 2.104 0.722
H -1.290 -1.730 0.832
H -2.587 2.215 0.230
H -2.492 1.099 1.676
H -3.426 0.653 0.365
H 3.680 -1.747 0.336

As for the net charge: 0. The value obtained for the HOMO-LUMO gap is 7.817 eV. As for the LUMO energy: 0.02236 Ha. For the total energy, the calculation gives -22269.9074 eV. Its strongest force on any atom is 0.122 Eh/bohr. The HOMO energy comes out at -7.21 eV. The energy relative to the best compared isomer or geometry (same formula, charge and spin) comes out at 290.5 kJ/mol.

***

Entry 7:
DFT (the ωB97M-V functional and the def2-TZVPD basis) results for a 10-piece molecular cluster, C20H60N2O10 overall at a distorted geometry.

Atoms and positions in Å:
N -0.281 -3.213 1.319
C -0.086 -4.334 1.978
N 1.019 -4.318 2.592
O -0.996 -5.411 2.058
H -1.224 -3.072 1.048
H 0.298 -2.440 1.413
H 1.308 -5.209 2.991
H 1.758 -3.604 2.344
C -0.022 -2.042 -4.391
C 1.276 -1.772 -5.086
C 1.194 -1.997 -6.608
O 1.674 -0.603 -5.033
H -0.320 -1.545 -3.436
H -0.154 -3.123 -4.144
H -0.811 -1.775 -5.131
H 2.128 -2.387 -4.727
H 0.372 -1.520 -7.114
H 1.030 -3.083 -6.682
H 2.157 -1.729 -7.003
H 2.078 -0.486 -4.172
C 2.127 -0.599 -0.018
C 2.517 -0.086 -1.408
C 3.960 0.367 -1.271
O 2.455 -0.955 -2.355
H 1.061 -0.759 -0.113
H 2.375 0.189 0.760
H 2.562 -1.562 0.309
H 1.899 0.766 -1.642
H 4.181 0.976 -0.464
H 4.261 1.008 -2.177
H 4.715 -0.384 -1.308
H 1.673 -1.508 -2.240
C -4.057 1.622 4.859
C -2.917 0.938 4.172
C -2.990 -0.599 4.464
O -2.920 0.937 2.921
H -5.005 1.314 4.390
H -3.870 2.645 4.639
H -3.993 1.404 5.943
H -2.042 1.370 4.490
H -2.741 -0.739 5.497
H -2.228 -1.263 3.889
H -3.862 -1.024 4.165
H -3.153 1.826 2.656
C 0.643 -0.882 3.183
C 0.514 0.625 3.555
C 1.807 1.303 3.592
O -0.100 1.338 2.714
H -0.258 -1.355 3.090
H 1.167 -1.319 4.063
H 1.313 -1.101 2.363
H 0.037 0.661 4.574
H 1.636 2.329 3.902
H 2.357 1.308 2.630
H 2.372 0.838 4.389
H -1.098 1.202 2.742
C -0.615 1.160 -3.123
C -0.489 2.640 -2.942
C -1.579 3.433 -3.835
O -0.735 3.066 -1.815
H -0.438 0.573 -2.282
H 0.146 0.856 -3.856
H -1.572 0.854 -3.470
H 0.571 2.858 -3.200
H -1.331 4.425 -4.007
H -2.566 3.472 -3.374
H -1.722 2.985 -4.768
H -0.024 2.746 -1.246
C -2.553 3.437 0.943
O -3.455 3.478 2.036
H -2.949 4.117 0.237
H -2.314 2.406 0.668
H -1.585 3.780 1.268
H -3.604 4.371 2.298
C -1.713 -0.300 -0.108
O -2.187 -1.239 0.844
H -1.042 -0.795 -0.850
H -1.100 0.408 0.404
H -2.527 0.189 -0.573
H -2.348 -0.791 1.671
C 2.123 -3.858 -1.058
O 0.899 -3.170 -1.412
H 2.405 -3.788 -0.031
H 2.879 -3.367 -1.702
H 2.030 -4.926 -1.405
H 0.268 -3.293 -0.659
C 1.980 3.058 0.190
O 0.830 2.232 0.277
H 2.664 2.704 0.896
H 1.790 4.138 0.405
H 2.367 3.034 -0.839
H 0.736 1.954 1.229

As for the net charge: 0. The value obtained for the HOMO-LUMO gap is 9.478 eV. As for the LUMO energy: 0.00943 Ha. For the total energy, the calculation gives -45160.6502 eV. Its strongest force on any atom is 0.212 Eh/bohr. The HOMO energy comes out at -9.22 eV. The energy relative to the best compared isomer or geometry (same formula, charge and spin) comes out at 80.6 kJ/mol.

***

Entry 8:
DFT (the ωB97M-V functional and the def2-TZVPD basis) results for one molecule with the formula C8H8N2O3 at a distorted geometry.

Atoms and positions in Å:
C -1.900 0.372 0.813
C -1.172 -0.972 0.699
O -0.641 -1.433 1.907
C -1.934 -2.018 -0.078
O -2.948 -2.600 0.221
N -1.259 -2.092 -1.282
N -0.133 -1.345 -1.527
C 0.137 -0.640 -0.495
C 1.161 0.358 -0.444
C 2.098 0.845 -1.335
C 2.741 1.888 -0.636
C 2.219 1.953 0.602
O 1.300 0.952 0.761
H -2.932 0.294 0.635
H -1.528 0.950 0.078
H -1.711 0.803 1.708
H -0.025 -0.738 2.382
H -1.607 -2.633 -1.993
H 2.157 0.858 -2.372
H 3.416 2.608 -1.071
H 2.562 2.589 1.428

As for the net charge: 0. The value obtained for the HOMO-LUMO gap is 8.593 eV. As for the LUMO energy: 0.00551 Ha. For the total energy, the calculation gives -17545.3838 eV. Its strongest force on any atom is 0.082 Eh/bohr. The HOMO energy comes out at -8.44 eV. The energy relative to the best compared isomer or geometry (same formula, charge and spin) comes out at 266.8 kJ/mol.

***

> What is the formula in the first record?

C5H10O2

***

> What is the net charge in the fifth record?

-1

***

> Among the records above, which one has the lowest total energy?

C3H9O3PPtS3SbSe

***

> Which value of net charge does entry 2 give?

+1